Entry from the Open Molecules 2025 dataset: a structure of composition C11H27ClIN2P2SSc in a non-equilibrium geometry (ωB97M-V/def2-TZVPD).

Element x y z (Å)
I (1.936, 0.641, 0.533)
Sc (0.386, -0.338, -1.793)
Cl (0.818, -0.307, -4.031)
S (-1.184, -0.754, 1.187)
P (0.077, -2.849, -1.309)
P (0.095, 2.541, -1.524)
N (-0.735, 1.504, 2.755)
N (0.257, -0.317, 3.374)
C (-1.041, -3.653, -2.489)
C (0.612, 0.676, 4.260)
C (0.028, 1.821, 3.854)
C (-1.869, 0.481, 0.095)
C (-0.346, -3.794, 0.215)
C (-0.343, 3.428, 0.022)
C (1.718, -3.543, -1.684)
C (0.848, -1.640, 3.273)
C (-0.551, 0.211, 2.442)
C (1.680, 3.360, -1.942)
C (-1.083, 3.391, -2.613)
H (2.058, 2.911, -2.871)
H (1.508, 4.434, -2.108)
H (0.422, -3.665, 0.992)
H (0.101, 2.816, 4.227)
H (2.149, -3.019, -2.544)
H (-0.764, -4.707, -2.582)
H (2.384, -3.424, -0.820)
H (-0.417, -4.862, -0.044)
H (-2.794, 0.008, -0.285)
H (-2.074, -3.578, -2.132)
H (-0.230, 4.510, -0.113)
H (1.224, 0.456, 5.104)
H (-1.393, 3.246, 0.273)
H (-2.093, 1.417, 0.612)
H (-2.091, 3.310, -2.195)
H (-1.315, -3.474, 0.627)
H (-0.803, 4.447, -2.694)
H (1.604, -4.607, -1.919)
H (-1.298, 2.138, 2.207)
H (-0.964, -3.165, -3.464)
H (2.420, 3.209, -1.144)
H (-1.064, 2.924, -3.601)
H (0.132, -2.362, 2.875)
H (0.286, 3.109, 0.858)
H (1.746, -1.651, 2.641)
H (-1.166, 0.669, -0.801)
H (1.131, -1.952, 4.278)

Forces on the atoms, in the same order (eV/Å):
I 0.338 -0.733 -1.134
Sc 1.457 2.241 0.519
Cl -0.144 -0.123 0.702
S -0.752 -0.424 0.141
P -0.267 -1.975 0.609
P 0.382 0.851 -0.355
N -0.149 -0.590 -0.653
N -0.388 0.279 -0.737
C -0.116 0.211 -0.347
C 0.087 0.014 -0.102
C 0.008 -0.251 0.180
C -0.190 -0.880 -1.189
C -0.149 0.326 0.304
C -0.058 -0.266 0.472
C 0.213 0.289 -0.159
C 0.303 -0.594 0.423
C 0.466 0.359 1.092
C 0.089 -0.263 -0.209
C -0.061 -0.177 -0.330
H 0.048 0.193 0.204
H 0.043 -0.335 0.094
H -0.198 -0.025 -0.325
H -0.113 0.325 0.262
H 0.074 -0.239 0.067
H -0.085 0.128 -0.010
H -0.138 0.007 -0.217
H 0.105 0.374 0.004
H 0.290 0.563 0.131
H 0.162 -0.011 -0.088
H 0.048 -0.227 -0.147
H 0.338 0.059 0.268
H 0.066 0.170 -0.098
H -0.023 -0.313 -0.554
H 0.078 0.031 -0.166
H 0.298 -0.199 -0.190
H -0.169 -0.186 -0.027
H 0.076 0.170 0.025
H 0.190 0.073 0.296
H -0.071 -0.176 0.010
H -0.251 0.044 -0.291
H -0.098 0.199 0.002
H -0.042 0.192 0.191
H 0.000 0.117 -0.198
H -0.273 0.334 0.091
H -1.367 0.514 1.509
H -0.058 -0.075 -0.069

## Properties
relative energy (zero: lowest compared OMol25 entry of this formula, charge and spin) = 0.0 kcal/mol
multiplicity = 1
strongest force on any atom = 0.053 Eh/bohr
E_LUMO = -7.12 eV
charge = +2
frontier orbital gap = 7.6 eV

natural (NBO) charges in e: I -0.492; Sc 1.374; Cl -0.464; S 0.392; P 0.709; P 0.829; N -0.488; N -0.303; C -0.926; C -0.023; C -0.043; C -0.719; C -0.910; C -0.947; C -0.921; C -0.426; C 0.268; C -0.931; C -0.952; H 0.260; H 0.254; H 0.246; H 0.269; H 0.263; H 0.266; H 0.265; H 0.270; H 0.277; H 0.259; H 0.272; H 0.265; H 0.208; H 0.250; H 0.243; H 0.248; H 0.258; H 0.269; H 0.447; H 0.264; H 0.264; H 0.259; H 0.225; H 0.246; H 0.248; H 0.126; H 0.254

Entry from the Open Molecules 2025 dataset: a cluster of 4 separate species, C11H27N3O4S in total in a non-equilibrium geometry (ωB97M-V/def2-TZVPD).

Element x y z (Å)
S (1.686, -0.236, 2.308)
O (5.294, 0.382, -2.214)
O (-5.980, -2.224, 0.969)
O (-1.116, 1.537, -0.997)
O (3.169, -0.652, 2.104)
N (4.459, -0.332, -0.202)
N (-0.622, 0.724, -3.118)
N (-4.675, -0.828, 2.028)
C (-6.973, -0.672, 2.464)
C (-1.668, -0.284, -3.251)
C (0.533, 2.580, -2.134)
C (0.641, -1.482, 1.447)
C (3.857, -1.507, -0.647)
C (-5.813, -1.304, 1.730)
C (5.711, 1.698, -0.374)
C (-3.438, -1.428, 1.725)
C (-0.449, 1.556, -2.040)
C (5.099, 0.464, -1.026)
C (1.530, 1.272, 1.268)
H (-7.889, -1.071, 2.029)
H (-1.705, -0.977, -2.410)
H (-0.405, -1.241, 1.642)
H (0.000, 0.962, -3.876)
H (-4.719, -0.145, 2.771)
H (0.817, -2.486, 1.834)
H (1.992, 0.951, 0.334)
H (-2.716, -0.751, 2.182)
H (4.103, -1.871, -1.645)
H (4.849, 2.340, -0.190)
H (-3.235, -2.436, 2.087)
H (0.152, 3.517, -1.728)
H (3.974, -2.405, -0.040)
H (-6.996, -0.891, 3.532)
H (-2.684, 0.105, -3.194)
H (0.475, 1.477, 1.084)
H (-7.109, 0.409, 2.505)
H (1.982, 2.185, 1.655)
H (0.699, -1.485, 0.359)
H (0.586, 2.700, -3.216)
H (6.340, 2.082, -1.177)
H (-3.131, -1.504, 0.682)
H (-1.393, -0.762, -4.191)
H (2.776, -1.542, -0.781)
H (1.477, 2.342, -1.643)
H (4.295, -0.234, 0.790)
H (6.220, 1.469, 0.562)

Forces on the atoms, in the same order (eV/Å):
S 1.463 -0.194 -0.230
O -0.841 -1.686 -1.438
O -0.074 -1.046 -0.905
O -0.165 -1.261 -0.662
O -1.436 0.473 -0.158
N -1.772 -2.259 -0.598
N 0.299 1.077 1.423
N 3.165 2.205 1.707
C -1.471 0.139 0.325
C 0.393 0.130 0.171
C 1.448 1.836 -1.678
C -0.411 0.595 -0.390
C -1.050 -3.394 -1.868
C -4.423 -0.984 -0.426
C -0.280 -0.439 -0.338
C 2.239 0.062 -0.178
C -2.729 -1.648 1.885
C 2.263 3.601 1.441
C -0.668 -0.925 -0.411
H 0.084 -0.041 0.090
H 0.736 -0.245 -0.068
H 0.017 0.225 0.346
H -0.485 -0.515 -0.206
H 0.549 -0.030 -0.189
H 0.406 0.272 0.234
H 0.025 0.252 -0.146
H 0.380 -0.211 0.036
H 0.891 0.706 -0.090
H 0.173 0.370 0.090
H -0.621 -0.100 0.524
H -0.012 -0.215 0.115
H 0.535 0.399 0.738
H 0.278 -0.623 0.046
H 0.112 0.503 -0.708
H -0.139 -0.110 -0.070
H 0.606 0.236 -0.686
H 0.267 -0.519 0.481
H 0.495 0.172 0.024
H 1.242 0.728 -0.054
H 0.154 0.483 0.635
H -0.706 0.422 -0.349
H -0.777 -0.387 0.179
H -0.492 1.103 0.561
H 0.053 -0.062 -0.313
H 0.189 0.778 1.271
H 0.090 0.128 -0.165

## Properties
multiplicity = 2
strongest force on any atom = 0.088 Eh/bohr
E_LUMO (alpha / beta) = -2.58 / -8.74 eV
⟨S²⟩ = 0.773
charge = +1
frontier orbital gap (alpha / beta) = 8.7 / 2.6 eV

natural (NBO) charges in e: S 1.239; O -0.313; O -0.622; O -0.656; O -0.949; N -0.379; N -0.605; N -0.586; C -0.735; C -0.417; C -0.696; C -0.812; C -0.491; C 0.666; C -0.676; C -0.409; C 0.650; C 0.625; C -0.796; H 0.249; H 0.206; H 0.260; H 0.397; H 0.392; H 0.269; H 0.212; H 0.184; H 0.256; H 0.242; H 0.201; H 0.259; H 0.269; H 0.228; H 0.222; H 0.283; H 0.227; H 0.265; H 0.235; H 0.212; H 0.264; H 0.207; H 0.217; H 0.258; H 0.216; H 0.481; H 0.251

Entry from the Open Molecules 2025 dataset: a cluster of 2 separate species, C11H27N4O5P2 in total in a non-equilibrium geometry (ωB97M-V/def2-TZVPD).

Element x y z (Å)
P (-0.889, -1.765, -2.233)
P (-3.727, 2.405, 2.171)
O (-4.823, 3.082, 3.325)
O (-2.544, 2.447, 3.317)
O (-2.632, 1.727, 1.016)
O (-3.706, 3.705, 1.356)
O (2.770, -1.373, -3.105)
N (0.170, -1.014, -0.993)
N (1.406, -0.413, -1.218)
N (2.977, 0.600, 0.608)
N (0.776, -0.371, 1.274)
C (-5.008, 4.484, 3.400)
C (-1.156, -3.576, -1.566)
C (-1.290, 2.184, 0.970)
C (4.307, -2.798, -0.908)
C (4.229, -1.312, -3.244)
C (2.195, -0.173, -2.492)
C (-2.355, 1.267, 4.073)
C (-2.664, -1.017, -2.202)
C (5.073, -2.331, -2.277)
C (-0.302, -1.033, 0.446)
C (1.815, -0.014, 0.209)
H (4.980, -2.517, 0.027)
H (-0.664, 1.507, 1.559)
H (6.081, -1.781, -1.990)
H (-2.764, 0.393, 3.557)
H (-3.399, -1.804, -1.689)
H (-1.843, -4.210, -2.272)
H (1.412, 0.264, -3.280)
H (2.944, 0.696, -2.272)
H (5.359, -3.288, -2.927)
H (-1.623, -3.416, -0.479)
H (-0.948, 2.156, -0.064)
H (-0.087, -4.027, -1.386)
H (-5.610, 4.702, 4.287)
H (4.468, -1.651, -4.364)
H (3.162, 0.626, 1.655)
H (-4.045, 4.996, 3.497)
H (4.705, -0.250, -3.129)
H (-3.044, -0.948, -3.330)
H (-5.557, 4.842, 2.527)
H (-1.301, -1.477, 0.867)
H (-1.280, 1.117, 4.225)
H (-1.189, 3.209, 1.343)
H (3.678, 1.018, -0.048)
H (3.262, -2.308, -0.721)
H (-2.705, 0.046, -1.684)
H (4.226, -3.988, -0.885)
H (-2.840, 1.380, 5.044)

Forces on the atoms, in the same order (eV/Å):
P -0.361 -0.967 -1.980
P 3.684 8.022 -0.584
O -0.348 -3.149 0.470
O -0.615 -0.790 -0.330
O -1.916 -2.265 -0.216
O -0.841 -1.250 0.038
O 0.572 2.629 1.674
N -3.854 -1.142 3.940
N 1.116 1.142 6.189
N -0.794 -0.528 -0.068
N -0.797 -1.642 -6.890
C -0.529 0.560 -0.521
C 0.360 0.822 1.869
C 0.429 -0.113 1.020
C 0.826 -0.545 0.783
C 2.025 -0.822 -1.167
C -1.225 0.381 -2.156
C 0.345 -0.294 0.539
C -1.144 -0.207 0.359
C 0.110 -0.258 -0.142
C 6.580 2.921 -1.312
C -2.544 -1.343 0.148
H -1.412 -0.572 -1.944
H 0.083 0.369 -0.036
H -2.078 -1.202 -0.682
H 0.086 -0.108 0.105
H 1.555 1.939 -0.805
H 1.448 1.388 1.406
H 1.595 -1.040 1.812
H -1.197 -1.911 -0.166
H -0.644 2.123 1.566
H 0.663 -0.841 -2.364
H -0.274 -0.140 -0.192
H -2.160 0.663 -0.653
H -0.001 -0.446 -0.022
H -0.703 0.879 2.451
H -0.458 0.048 -2.150
H -0.022 -0.146 -0.269
H -1.411 -1.660 -0.120
H 1.155 0.014 2.456
H 0.251 0.152 0.119
H 2.188 1.001 -1.282
H -0.183 0.046 -0.028
H -0.184 -0.190 -0.071
H -1.162 -0.827 1.017
H 1.927 -1.050 -0.646
H -0.039 -2.251 -1.056
H -0.091 2.746 -0.067
H -0.010 -0.146 -0.043

## Properties
multiplicity = 1
strongest force on any atom = 0.172 Eh/bohr
E_LUMO = -5.10 eV
charge = +1
frontier orbital gap = 6.7 eV

natural (NBO) charges in e: P 0.913; P 2.224; O -0.726; O -0.768; O -0.771; O -0.912; O -0.523; N -0.451; N -0.245; N -0.796; N -0.473; C -0.231; C -0.923; C -0.249; C -0.646; C -0.092; C 0.080; C -0.261; C -0.969; C -0.446; C 0.258; C 0.598; H 0.219; H 0.177; H 0.222; H 0.161; H 0.245; H 0.281; H 0.241; H 0.215; H 0.230; H 0.214; H 0.178; H 0.260; H 0.192; H 0.219; H 0.461; H 0.186; H 0.179; H 0.277; H 0.202; H 0.294; H 0.192; H 0.208; H 0.439; H 0.197; H 0.277; H 0.239; H 0.201